Here is an isolated ion of composition C9H18NO5 and charge -1 from the OMol25 dataset. Energies are from ωB97M-V with the def2-TZVPD basis set.

Output
E_HOMO = -4.088 eV
total charge = -1
M = 220.24 g/mol
structure (SMILES) = CCOCCO[C@H](NCCCO)C(=O)[O-]
calculated total energy = -21352.67056 eV

Last column: natural (NBO) charge in e.
Element x y z (Å)
1 C -0.63 3.79 0.67  -0.64
2 C -0.05 2.76 1.64  -0.04
3 O -0.41 1.44 1.33  -0.52
4 C -1.79 1.17 1.54  -0.09
5 C -2.04 -0.35 1.59  -0.08
6 O -0.95 -1.10 1.10  -0.55
7 C -1.19 -1.60 -0.22  0.15
8 N -0.13 -2.46 -0.65  -0.64
9 C 1.21 -2.12 -0.17  -0.22
10 C 2.23 -2.36 -1.31  -0.45
11 C 3.02 -1.09 -1.66  -0.05
12 O 2.74 -0.65 -2.99  -0.75
13 C -1.38 -0.44 -1.25  0.73
14 O -2.57 -0.09 -1.43  -0.79
15 O -0.35 0.03 -1.76  -0.79
16 H -0.22 4.77 0.93  0.19
17 H -1.71 3.86 0.74  0.20
18 H -0.31 3.54 -0.34  0.23
19 H 1.04 2.80 1.57  0.18
20 H -0.34 3.01 2.67  0.14
21 H -2.12 1.66 2.47  0.14
22 H -2.36 1.58 0.70  0.19
23 H -2.21 -0.65 2.62  0.15
24 H -2.94 -0.54 1.00  0.20
25 H -2.12 -2.18 -0.19  0.15
26 H -0.36 -3.44 -0.56  0.35
27 H 1.23 -1.07 0.06  0.23
28 H 1.46 -2.72 0.71  0.16
29 H 1.66 -2.60 -2.20  0.24
30 H 2.93 -3.17 -1.07  0.18
31 H 2.73 -0.28 -0.98  0.16
32 H 4.10 -1.22 -1.56  0.15
33 H 1.85 -0.28 -2.96  0.50

Here is a single C6H6 molecule from the OMol25 dataset. Energies are from ωB97M-V with the def2-TZVPD basis set.

Output
energy relative to the best compared isomer or geometry (same formula, charge and spin) = 463.9 kJ/mol
E_HOMO = -9.356 eV
M = 78.11 g/mol
structure (SMILES) = C#CCC1=CC1
calculated total energy = -6314.39208 eV

Last column: natural (NBO) charge in e.
Element x y z (Å)
1 C -1.07 0.25 1.63  -0.43
2 C 0.88 0.42 -0.17  -0.52
3 C -0.11 -0.29 0.65  0.04
4 C -0.95 -1.18 1.06  -0.17
5 C 0.88 0.11 -1.61  0.00
6 C 0.88 -0.10 -2.79  -0.23
7 H -1.81 0.97 1.24  0.17
8 H -0.70 0.53 2.63  0.18
9 H 0.58 1.46 0.02  0.25
10 H 1.88 0.29 0.26  0.26
11 H -1.34 -2.18 0.92  0.23
12 H 0.88 -0.27 -3.84  0.24

Here is C17H24AuF5N3OV as an isolated structure from the OMol25 dataset. Energies are from ωB97M-V with the def2-TZVPD basis set.

Output
E_HOMO (spin up / spin down) = -15.482 / -15.482 eV
total charge = +2
M = 629.30 g/mol
calculated total energy = -67482.97900 eV

Last column: natural (NBO) charge in e.
Element x y z (Å)
1 N -1.94 -0.46 0.28  -0.81
2 C -2.82 -1.26 0.56  0.92
3 O -3.68 -2.02 0.84  -0.36
4 Au -0.55 3.20 0.68  0.82
5 V -0.16 0.16 0.05  1.50
6 N 0.30 1.97 -0.69  -0.73
7 N 0.59 -1.11 -1.05  -0.45
8 C -0.27 2.29 -2.03  0.11
9 C 0.09 -2.14 -1.98  0.08
10 C -0.06 3.77 -2.35  -0.62
11 C 0.41 1.45 -3.11  -0.64
12 C -1.76 2.00 -1.97  -0.62
13 C -0.16 -3.44 -1.21  -0.61
14 C 1.10 -2.42 -3.10  -0.62
15 C -1.22 -1.69 -2.61  -0.62
16 H -0.45 4.39 -1.53  0.20
17 H -0.60 4.03 -3.27  0.27
18 H 1.00 4.00 -2.49  0.23
19 H 1.40 1.86 -3.37  0.23
20 H -0.21 1.48 -4.02  0.26
21 H 0.53 0.40 -2.80  0.21
22 H -1.98 0.96 -1.67  0.22
23 H -2.21 2.19 -2.95  0.27
24 H -2.23 2.66 -1.23  0.22
25 H 0.77 -3.81 -0.76  0.22
26 H -0.55 -4.20 -1.89  0.26
27 H -0.89 -3.28 -0.41  0.22
28 H 2.03 -2.85 -2.71  0.23
29 H 1.33 -1.51 -3.66  0.22
30 H 0.66 -3.14 -3.80  0.26
31 H -1.56 -2.49 -3.29  0.26
32 H -1.09 -0.78 -3.20  0.22
33 H -2.00 -1.53 -1.86  0.21
34 C 1.76 2.20 -0.61  -0.45
35 H 2.27 1.35 -0.14  0.23
36 H 2.21 2.37 -1.60  0.25
37 H 1.95 3.09 0.02  0.25
38 C 1.97 -1.30 -0.57  -0.48
39 H 2.11 -0.80 0.39  0.24
40 H 2.19 -2.37 -0.41  0.27
41 H 2.72 -0.91 -1.28  0.25
42 F -0.56 -2.55 1.87  -0.31
43 C -0.06 -1.55 2.66  0.39
44 C 0.41 -0.37 2.11  -0.45
45 C 1.10 0.46 3.00  0.38
46 F 1.77 1.56 2.56  -0.31
47 C 1.19 0.20 4.37  0.27
48 F 1.84 1.05 5.18  -0.26
49 C 0.62 -0.96 4.90  0.35
50 F 0.68 -1.21 6.22  -0.24
51 C -0.01 -1.85 4.03  0.28
52 F -0.54 -2.99 4.50  -0.25

Among the records above, which one has the highest calculated total energy? C6H6

What did the third record say?
Here is C17H24AuF5N3OV as an isolated structure from the OMol25 dataset. Energies are from ωB97M-V with the def2-TZVPD basis set.

Output
E_HOMO (spin up / spin down) = -15.482 / -15.482 eV
total charge = +2
M = 629.30 g/mol
calculated total energy = -67482.97900 eV

Last column: natural (NBO) charge in e.
Element x y z (Å)
1 N -1.94 -0.46 0.28  -0.81
2 C -2.82 -1.26 0.56  0.92
3 O -3.68 -2.02 0.84  -0.36
4 Au -0.55 3.20 0.68  0.82
5 V -0.16 0.16 0.05  1.50
6 N 0.30 1.97 -0.69  -0.73
7 N 0.59 -1.11 -1.05  -0.45
8 C -0.27 2.29 -2.03  0.11
9 C 0.09 -2.14 -1.98  0.08
10 C -0.06 3.77 -2.35  -0.62
11 C 0.41 1.45 -3.11  -0.64
12 C -1.76 2.00 -1.97  -0.62
13 C -0.16 -3.44 -1.21  -0.61
14 C 1.10 -2.42 -3.10  -0.62
15 C -1.22 -1.69 -2.61  -0.62
16 H -0.45 4.39 -1.53  0.20
17 H -0.60 4.03 -3.27  0.27
18 H 1.00 4.00 -2.49  0.23
19 H 1.40 1.86 -3.37  0.23
20 H -0.21 1.48 -4.02  0.26
21 H 0.53 0.40 -2.80  0.21
22 H -1.98 0.96 -1.67  0.22
23 H -2.21 2.19 -2.95  0.27
24 H -2.23 2.66 -1.23  0.22
25 H 0.77 -3.81 -0.76  0.22
26 H -0.55 -4.20 -1.89  0.26
27 H -0.89 -3.28 -0.41  0.22
28 H 2.03 -2.85 -2.71  0.23
29 H 1.33 -1.51 -3.66  0.22
30 H 0.66 -3.14 -3.80  0.26
31 H -1.56 -2.49 -3.29  0.26
32 H -1.09 -0.78 -3.20  0.22
33 H -2.00 -1.53 -1.86  0.21
34 C 1.76 2.20 -0.61  -0.45
35 H 2.27 1.35 -0.14  0.23
36 H 2.21 2.37 -1.60  0.25
37 H 1.95 3.09 0.02  0.25
38 C 1.97 -1.30 -0.57  -0.48
39 H 2.11 -0.80 0.39  0.24
40 H 2.19 -2.37 -0.41  0.27
41 H 2.72 -0.91 -1.28  0.25
42 F -0.56 -2.55 1.87  -0.31
43 C -0.06 -1.55 2.66  0.39
44 C 0.41 -0.37 2.11  -0.45
45 C 1.10 0.46 3.00  0.38
46 F 1.77 1.56 2.56  -0.31
47 C 1.19 0.20 4.37  0.27
48 F 1.84 1.05 5.18  -0.26
49 C 0.62 -0.96 4.90  0.35
50 F 0.68 -1.21 6.22  -0.24
51 C -0.01 -1.85 4.03  0.28
52 F -0.54 -2.99 4.50  -0.25